The following is a DFT calculation (wB97M-V/def2-TZVPD) of 24 unconnected molecules or ions with the total composition C56H160O24 in a non-equilibrium geometry.

Computed properties:
net charge = 0
HOMO level = -9.332 eV
molecular weight = 1217.87 g mol⁻¹
LUMO energy = 0.0934 eV
electronic energy = -109797.1841 eV
multiplicity = 1

Structure (XYZ):
```
240
C56H160O24, DFT wB97M-V/def2-TZVPD
C 26.55 10.33 -30.62
O 27.01 9.82 -29.39
H 25.58 10.82 -30.52
H 27.35 10.93 -31.06
H 26.21 9.51 -31.25
H 26.44 9.15 -29.02
C 23.56 0.93 -29.35
O 23.71 0.68 -30.77
H 23.46 0.05 -28.71
H 24.53 1.25 -28.98
H 22.85 1.73 -29.11
H 23.20 1.39 -31.17
C 21.31 2.49 -26.19
O 21.99 1.32 -26.02
H 22.05 3.28 -26.07
H 20.88 2.44 -27.19
H 20.42 2.66 -25.58
H 22.15 1.12 -25.09
C 20.42 1.08 -22.50
O 21.67 1.27 -23.12
H 19.60 1.34 -23.18
H 20.47 0.02 -22.25
H 20.35 1.74 -21.63
H 22.28 1.36 -22.38
C 21.49 -2.10 -26.08
O 21.23 -1.21 -27.14
H 22.44 -1.75 -25.68
H 20.70 -2.14 -25.33
H 21.61 -3.10 -26.51
H 21.64 -0.39 -26.84
C 29.59 10.08 -26.00
O 28.32 9.68 -26.39
H 29.50 10.93 -25.33
H 30.07 9.35 -25.35
H 30.28 10.23 -26.84
H 28.39 9.28 -27.26
C 22.69 4.90 -23.05
O 21.84 5.94 -22.70
H 23.62 5.11 -23.58
H 23.13 4.61 -22.09
H 22.29 3.98 -23.49
H 21.55 5.87 -21.78
C 32.45 2.81 -26.20
O 31.79 1.88 -26.99
H 33.53 2.82 -26.35
H 32.03 3.77 -26.50
H 32.08 2.75 -25.18
H 32.40 1.46 -27.59
C 25.42 11.06 -25.81
C 25.51 10.18 -24.60
C 25.44 8.65 -24.99
O 26.77 10.44 -24.10
H 25.91 10.75 -26.73
H 25.63 12.08 -25.48
H 24.38 11.07 -26.13
H 24.79 10.49 -23.83
H 24.85 8.37 -25.86
H 25.00 8.04 -24.20
H 26.43 8.29 -25.23
H 27.39 10.12 -24.76
C 19.10 5.52 -31.19
C 20.25 5.75 -30.30
C 20.16 4.89 -29.06
O 21.47 5.47 -30.97
H 19.03 4.54 -31.67
H 18.98 6.26 -31.98
H 18.20 5.59 -30.57
H 20.31 6.80 -30.02
H 19.34 5.16 -28.40
H 20.91 5.11 -28.31
H 20.17 3.82 -29.25
H 21.56 6.01 -31.76
C 25.82 3.15 -27.06
C 25.73 4.38 -26.17
C 26.31 4.01 -24.75
O 26.55 5.41 -26.62
H 25.30 3.33 -28.00
H 25.17 2.43 -26.57
H 26.85 2.79 -27.13
H 24.68 4.65 -26.05
H 26.55 4.80 -24.04
H 27.20 3.40 -24.84
H 25.53 3.60 -24.10
H 27.45 5.11 -26.58
C 25.00 -1.92 -24.75
C 26.44 -1.70 -24.25
C 26.87 -0.27 -24.56
O 26.33 -1.91 -22.90
H 24.32 -1.28 -24.19
H 24.62 -2.94 -24.65
H 24.91 -1.76 -25.83
H 27.07 -2.46 -24.71
H 26.38 0.60 -24.10
H 26.90 -0.07 -25.63
H 27.90 0.01 -24.33
H 26.30 -2.83 -22.65
C 26.67 -0.47 -32.45
C 27.11 -0.74 -31.00
C 28.26 0.25 -30.47
O 26.06 -0.65 -30.07
H 27.50 -0.65 -33.13
H 26.31 0.56 -32.58
H 25.82 -1.11 -32.71
H 27.53 -1.74 -30.87
H 27.94 1.29 -30.40
H 29.21 0.24 -30.99
H 28.59 -0.05 -29.47
H 25.36 -0.07 -30.39
C 19.55 6.58 -25.77
C 18.76 6.46 -24.45
C 18.26 5.04 -24.03
O 19.57 7.12 -23.48
H 20.35 5.86 -25.93
H 19.95 7.59 -25.88
H 18.91 6.41 -26.63
H 17.93 7.16 -24.59
H 19.06 4.31 -24.13
H 17.24 4.79 -24.32
H 17.97 5.02 -22.97
H 20.25 6.53 -23.15
C 25.67 5.93 -29.79
C 24.82 7.01 -29.15
C 23.56 6.55 -28.41
O 25.75 7.68 -28.38
H 26.69 6.23 -30.03
H 25.05 5.61 -30.63
H 25.76 5.07 -29.13
H 24.54 7.71 -29.93
H 23.18 7.38 -27.83
H 23.74 5.75 -27.69
H 22.75 6.30 -29.10
H 25.99 7.15 -27.61
C 27.99 4.86 -32.28
C 28.72 5.87 -33.19
C 28.31 7.25 -32.78
O 30.03 5.81 -32.86
H 26.90 5.00 -32.29
H 28.27 4.99 -31.24
H 28.25 3.81 -32.42
H 28.52 5.60 -34.23
H 27.28 7.42 -33.09
H 28.99 8.07 -33.03
H 28.35 7.21 -31.69
H 30.21 4.88 -32.73
C 31.02 6.11 -27.17
C 29.69 5.40 -26.93
C 29.49 4.64 -28.31
O 29.65 4.38 -25.84
H 31.38 6.52 -26.22
H 30.90 7.04 -27.72
H 31.78 5.57 -27.74
H 28.89 6.11 -26.73
H 28.50 4.21 -28.19
H 30.36 4.03 -28.56
H 29.47 5.43 -29.07
H 29.79 3.54 -26.28
C 28.27 9.72 -19.30
C 27.78 9.42 -20.74
C 26.80 8.29 -20.79
O 27.06 10.60 -21.27
H 27.37 9.70 -18.69
H 28.52 10.73 -18.97
H 28.83 8.87 -18.90
H 28.59 9.33 -21.45
H 26.01 8.46 -20.06
H 27.26 7.32 -20.57
H 26.26 8.27 -21.74
H 26.90 10.50 -22.21
C 23.19 10.47 -20.20
C 22.57 10.29 -21.65
C 22.70 8.86 -22.14
O 21.26 10.61 -21.46
H 24.25 10.24 -20.24
H 22.82 9.78 -19.44
H 23.03 11.50 -19.88
H 23.12 10.96 -22.31
H 22.08 8.24 -21.49
H 23.70 8.46 -22.29
H 22.23 8.79 -23.12
H 20.76 10.38 -22.24
C 27.60 0.51 -21.23
C 26.35 0.67 -20.34
C 25.91 2.07 -20.26
O 25.34 -0.03 -21.06
H 28.09 -0.46 -21.28
H 28.37 1.19 -20.87
H 27.32 0.82 -22.24
H 26.43 0.31 -19.32
H 25.59 2.45 -21.23
H 26.69 2.72 -19.86
H 25.07 2.24 -19.59
H 25.83 -0.68 -21.56
C 22.51 3.63 -33.79
C 21.37 2.99 -32.98
C 21.09 1.53 -33.48
O 21.87 2.93 -31.62
H 22.80 4.65 -33.55
H 22.15 3.69 -34.82
H 23.41 3.02 -33.74
H 20.43 3.55 -33.03
H 20.06 1.17 -33.37
H 21.77 0.88 -32.92
H 21.24 1.45 -34.55
H 21.73 3.83 -31.31
C 30.87 6.86 -21.79
C 30.15 6.00 -22.84
C 29.07 6.79 -23.64
O 31.12 5.65 -23.82
H 31.31 7.77 -22.21
H 31.70 6.32 -21.32
H 30.14 7.04 -21.01
H 29.78 5.12 -22.33
H 28.88 7.78 -23.22
H 28.13 6.26 -23.50
H 29.30 6.86 -24.70
H 30.63 5.09 -24.42
C 31.25 2.85 -22.25
C 32.10 1.78 -21.59
C 32.89 2.00 -20.23
O 31.37 0.65 -21.35
H 30.83 3.58 -21.56
H 30.43 2.58 -22.92
H 31.95 3.34 -22.93
H 32.85 1.52 -22.33
H 33.82 2.56 -20.35
H 33.17 1.10 -19.68
H 32.18 2.52 -19.58
H 31.29 0.21 -22.20
C 31.90 -1.35 -25.41
C 30.64 -1.01 -24.58
C 30.26 -2.05 -23.46
O 30.90 0.26 -24.00
H 32.80 -1.62 -24.86
H 32.20 -0.50 -26.02
H 31.65 -2.12 -26.13
H 29.75 -0.89 -25.19
H 31.25 -2.11 -23.01
H 30.07 -3.09 -23.72
H 29.57 -1.55 -22.78
H 30.91 0.94 -24.67
```